# 1
# C2H8NOPS

A molecular structure, C2H8NOPS in a non-equilibrium geometry (the ωB97M-V functional and the def2-TZVPD basis, the OMol25 dataset).

## Properties
Energy   -25861.932 eV
Relative energy (zero: lowest compared OMol25 entry of this formula, charge and spin)   565.7 kJ/mol
Kohn-Sham gap   8.842 eV

Last column: Löwdin charge in e.
CARTESIAN COORDINATES (ANGSTROEM)
S  -0.625  1.097  -0.632  0.74
P  2.490  1.090  -0.031  0.74
O  -0.514  0.309  -1.841  -0.53
N  -2.177  0.635  -0.038  -0.19
C  0.076  -1.292  0.375  -0.22
C  0.337  0.114  0.670  -0.51
H  1.033  -1.672  0.921  0.10
H  0.193  0.415  1.655  0.03
H  3.221  -0.070  0.239  -0.19
H  -2.562  1.327  0.620  0.05
H  2.218  0.698  -1.352  -0.18
H  -2.887  0.541  -0.696  0.01
H  0.046  -1.495  -0.725  0.07
H  -0.848  -1.697  0.837  0.08

# 2
# C20H60O10

10 unconnected molecules or ions with the total composition C20H60O10 in a non-equilibrium geometry (the ωB97M-V functional and the def2-TZVPD basis, the OMol25 dataset).

## Properties
SMILES string   CCO.CCO.CCO.CCO.CCO.CCO.CCO.CCO.CCO.CCO
Energy   -42174.808 eV
Relative energy (zero: lowest compared OMol25 entry of this formula, charge and spin)   1156.9 kJ/mol
Kohn-Sham gap   9.603 eV

Last column: Löwdin charge in e.
CARTESIAN COORDINATES (ANGSTROEM)
O  0.656  0.674  4.381  -0.11
O  -3.331  -1.905  0.409  -0.13
O  -0.712  -1.107  -0.554  -0.10
O  0.939  -2.684  -2.130  -0.07
O  -1.478  0.005  -4.768  -0.09
O  5.655  -2.710  -0.398  -0.12
O  2.548  5.537  -1.702  -0.07
O  -1.072  3.424  2.072  -0.12
O  0.344  -5.325  1.394  -0.03
O  -3.207  2.313  0.568  -0.01
C  -3.599  -4.346  -0.087  -0.04
C  4.738  -1.879  0.275  -0.34
C  -0.435  -0.245  0.428  -0.33
C  -1.772  -0.584  -3.598  -0.41
C  -3.273  2.774  -0.789  -0.30
C  0.876  0.589  0.219  -0.02
C  0.233  -4.069  1.823  -0.39
C  1.882  -2.034  -2.889  -0.42
C  -3.747  -3.200  0.960  -0.21
C  -4.304  1.907  -1.525  -0.13
C  3.477  -2.673  0.507  -0.12
C  2.931  -2.888  -3.410  -0.08
C  -0.640  5.407  0.824  -0.04
C  -0.921  2.371  5.309  -0.08
C  -3.122  -1.343  -3.628  -0.11
C  3.674  4.644  -1.789  -0.34
C  3.289  3.250  -1.320  -0.09
C  -0.193  3.971  1.108  -0.30
C  -0.153  -3.834  3.315  -0.03
C  0.459  2.016  4.808  -0.32
H  -3.168  -2.069  -4.539  0.09
H  -3.966  -1.216  0.590  0.08
H  2.466  -3.552  -4.138  0.08
H  1.292  2.274  5.446  0.11
H  -0.150  -2.792  3.588  0.06
H  -1.323  0.324  0.519  0.09
H  2.830  6.412  -1.882  0.06
H  3.194  3.518  -0.186  0.11
H  -2.126  2.679  -1.196  0.15
H  1.427  -1.654  -3.690  0.05
H  3.419  -3.604  -2.552  0.13
H  -4.062  -5.149  0.268  0.01
H  3.618  -2.420  -4.004  0.04
H  -5.300  1.704  -1.123  0.05
H  0.233  5.777  0.268  0.07
H  -4.724  -2.900  1.141  0.09
H  -0.541  -0.807  1.397  0.12
H  -0.952  -1.353  -3.551  0.10
H  1.543  0.411  4.058  0.10
H  -0.612  6.033  1.570  0.01
H  4.050  4.420  -2.704  0.05
H  -2.601  2.774  0.854  -0.12
H  -1.412  5.512  0.055  0.09
H  -4.446  1.976  -2.703  0.11
H  -0.395  -3.536  1.171  0.08
H  6.583  -2.433  -0.393  0.09
H  2.472  2.857  -1.838  0.04
H  -1.261  -4.331  3.438  0.12
H  0.462  2.502  3.709  0.11
H  0.829  3.852  1.536  0.12
H  0.263  -2.102  -1.735  0.04
H  0.903  1.160  1.160  0.06
H  2.567  -2.030  0.607  0.08
H  -4.035  0.725  -1.423  0.09
H  -1.705  2.072  4.698  0.05
H  0.571  -5.228  0.491  0.08
H  -0.144  3.381  0.284  0.05
H  -3.347  -1.930  -2.589  0.09
H  -3.628  3.841  -0.955  0.12
H  4.061  2.518  -1.573  0.08
H  2.191  -0.975  -2.482  0.14
H  -0.844  3.567  5.358  0.14
H  1.765  0.087  0.095  0.01
H  -1.805  0.355  -2.686  0.17
H  3.768  -3.575  1.192  0.12
H  5.323  -1.824  1.301  0.14
H  -0.727  3.645  3.007  0.10
H  -3.989  -0.509  -3.923  0.11
H  -3.114  -3.206  1.810  0.09
H  -0.738  0.624  -4.806  0.10
H  -1.155  1.901  6.205  0.05
H  0.741  1.465  -0.525  0.09
H  -3.845  -3.964  -1.193  0.12
H  3.213  -3.313  -0.274  0.02
H  0.411  -4.492  3.886  0.03
H  -1.628  -1.382  -0.443  0.06
H  1.187  -3.692  1.564  0.07
H  4.450  -0.958  -0.376  0.13
H  4.677  5.200  -1.366  0.16
H  -2.510  -4.602  -0.205  0.08

# 3
# H30O15

15 unconnected molecules or ions with the total composition H30O15 in a non-equilibrium geometry (the ωB97M-V functional and the def2-TZVPD basis, the OMol25 dataset).

## Properties
Energy   -31199.106 eV
Relative energy (zero: lowest compared OMol25 entry of this formula, charge and spin)   246.9 kJ/mol
Kohn-Sham gap   9.277 eV

Last column: Löwdin charge in e.
CARTESIAN COORDINATES (ANGSTROEM)
O  2.077  -1.622  -9.813  -0.08
O  3.498  1.105  -4.395  -0.10
O  4.077  1.262  -9.934  0.01
O  2.313  -1.593  -5.704  -0.06
O  1.162  0.451  -7.454  -0.03
O  1.391  0.916  -10.354  -0.02
O  4.996  -3.016  -9.922  -0.02
O  6.200  -0.357  -9.462  -0.03
O  6.946  -3.073  -7.207  -0.02
O  4.134  -1.417  -7.868  -0.03
O  6.944  1.689  -7.375  -0.07
O  3.802  -3.721  -5.489  -0.07
O  4.316  1.262  -6.980  -0.01
O  6.608  -0.673  -5.737  -0.04
O  0.856  -2.762  -7.893  -0.02
H  6.640  1.198  -8.166  0.02
H  0.248  -3.144  -8.519  0.08
H  3.636  1.773  -9.288  0.02
H  3.720  1.933  -6.955  0.01
H  0.574  0.838  -10.809  0.05
H  0.921  0.885  -8.257  0.00
H  4.356  -0.516  -7.628  0.02
H  5.908  -1.223  -9.232  -0.02
H  3.401  -1.314  -8.415  -0.03
H  7.841  -3.124  -6.907  0.03
H  7.552  -0.591  -5.440  0.10
H  4.043  -4.416  -4.838  0.07
H  5.059  1.318  -6.393  0.04
H  1.455  -1.880  -10.515  0.09
H  3.057  -1.930  -6.199  -0.03
H  4.229  -3.795  -6.357  0.03
H  4.777  -3.057  -8.987  0.01
H  5.398  0.092  -9.639  -0.04
H  1.435  0.044  -10.029  -0.04
H  1.509  -1.974  -9.062  0.01
H  4.164  -2.756  -10.226  -0.02
H  2.791  0.877  -3.716  0.08
H  6.616  -2.294  -6.805  -0.04
H  1.298  -3.525  -7.431  0.12
H  6.126  -0.936  -4.957  0.07
H  3.352  1.080  -10.490  0.00
H  7.022  1.024  -6.693  -0.02
H  1.564  -1.712  -6.286  -0.01
H  1.947  -0.031  -7.782  0.01
H  3.147  0.844  -5.268  0.00

# 4
# C3H5N3

A single C3H5N3 molecule (the ωB97M-V functional and the def2-TZVPD basis, the OMol25 dataset).

## Properties
SMILES string   C[C@H]1C=NN=N1
Energy   -7660.302 eV
Relative energy (zero: lowest compared OMol25 entry of this formula, charge and spin)   207.7 kJ/mol
Kohn-Sham gap   10.254 eV

Last column: Löwdin charge in e.
CARTESIAN COORDINATES (ANGSTROEM)
N  -1.670  -0.739  -1.185  0.04
N  -0.953  1.205  -0.340  0.02
N  -1.915  0.671  -0.905  -0.01
C  0.889  0.209  1.083  -0.05
C  -0.476  -0.972  -0.790  -0.13
C  0.171  0.268  -0.263  -0.39
H  -0.046  -1.968  -0.860  0.12
H  1.250  1.207  1.340  0.08
H  1.749  -0.468  1.027  0.08
H  0.853  0.669  -1.029  0.16
H  0.227  -0.141  1.882  0.08

Record order is preserved below.
HOMO level: -0.3206 -0.3378 -0.3664 -0.3722 Eh